{
  "formula": "C34H47As2CoN9O8S2Si",
  "method": "ωB97M-V/def2-TZVPD",
  "homo_lumo_gap_ev": [6.6, 6.5],
  "spin_multiplicity": 2,
  "homo_ev": [-7.01, -7.00],
  "e_above_lowest_kj_mol": 0.0,
  "e_lumo_ev": [-0.434, -0.474],
  "species": ["Co", "N", "C", "N", "C", "N", "N", "C", "N", "C", "C", "C", "C", "C", "N", "H", "H", "H", "H", "H", "H", "H", "H", "C", "C", "C", "C", "C", "C", "N", "N", "Si", "C", "C", "C", "H", "H", "H", "H", "H", "H", "H", "H", "H", "H", "H", "H", "H", "H", "H", "C", "O", "C", "O", "C", "C", "As", "C", "C", "C", "As", "C", "C", "O", "O", "C", "C", "O", "O", "C", "C", "O", "O", "C", "H", "H", "H", "H", "H", "H", "H", "H", "H", "H", "H", "H", "H", "H", "H", "H", "H", "H", "C", "S", "C", "H", "H", "H", "H", "H", "H", "S", "C", "N"],
  "positions_angstrom": [[0.7590, 0.2622, -0.3306], [1.4662, -2.0058, 2.1290], [1.6483, -2.4669, 0.9033], [2.2601, -3.6505, 0.7702], [2.4121, -4.0915, -0.4695], [3.0791, -5.2444, -0.6552], [1.9741, -3.4577, -1.5784], [1.3872, -2.3109, -1.3391], [1.1973, -1.7291, -0.1475], [0.8478, -1.5577, -2.4931], [0.8087, -2.0760, -3.7731], [0.2150, -1.3150, -4.7675], [-0.3106, -0.0769, -4.4423], [-0.1958, 0.3818, -3.1398], [0.3787, -0.3448, -2.1862], [1.7689, -2.5642, 2.9063], [0.9547, -1.1400, 2.2845], [3.2284, -5.8196, 0.1552], [2.9604, -5.6964, -1.5448], [1.2362, -3.0518, -3.9540], [0.1614, -1.6850, -5.7833], [-0.7927, 0.5424, -5.1853], [-0.5446, 1.3597, -2.8446], [4.4856, -0.5237, -0.1723], [4.0050, 0.8464, -0.5462], [4.8644, 1.9048, -0.7687], [4.3150, 3.1578, -1.0521], [2.9551, 3.3390, -1.1055], [2.1281, 2.2170, -0.8782], [2.6823, 1.0081, -0.6232], [0.7864, 2.1436, -0.8436], [-0.3289, 3.4667, -0.8329], [0.2390, 4.8340, 0.3273], [-2.0002, 2.7655, -0.3681], [-0.4456, 4.2557, -2.5417], [5.5729, -0.5749, -0.1639], [4.1064, -1.2699, -0.8748], [4.1171, -0.7742, 0.8250], [5.9337, 1.7640, -0.7018], [4.9730, 4.0026, -1.2191], [2.5187, 4.3088, -1.3016], [0.9907, 4.4589, 1.0251], [-0.5950, 5.2185, 0.9174], [0.6799, 5.6680, -0.2240], [-1.8990, 2.0191, 0.4217], [-2.4992, 2.2912, -1.2176], [-2.6634, 3.5450, 0.0144], [0.5383, 4.6085, -2.8619], [-1.1098, 5.1241, -2.5083], [-0.8228, 3.5841, -3.3175], [-2.0230, -4.3466, -3.8435], [-1.7644, -4.3011, -2.4364], [-1.9923, -3.1339, -1.8247], [-2.3231, -2.1329, -2.4163], [-1.8969, -3.1839, -0.3324], [-1.6203, -4.3086, 0.3299], [-1.9512, -4.6339, 2.2296], [-0.2142, -5.3943, 2.7316], [-1.7529, -2.8300, 2.9309], [-2.0995, -1.7144, 2.2941], [-2.3321, -1.3874, 0.3726], [-4.2801, -1.6083, 0.2775], [-2.3979, -0.4314, 3.0030], [-2.9506, 0.4768, 2.4266], [-2.1415, -0.4393, 4.3043], [-2.5304, 0.7488, 5.0150], [-1.4289, -2.9081, 4.3924], [-2.1566, -3.4044, 5.2127], [-0.1979, -2.4525, 4.6552], [0.1505, -2.4359, 6.0466], [-1.1903, -5.5897, -0.3179], [-0.0446, -5.8750, -0.5530], [-2.2097, -6.4489, -0.4224], [-1.8619, -7.7328, -0.9553], [-2.1941, -5.3922, -4.0830], [-1.1584, -3.9738, -4.3908], [-2.8940, -3.7444, -4.0904], [-0.1986, -6.4359, 2.4115], [-0.1472, -5.3714, 3.8193], [0.6216, -4.8691, 2.2755], [-4.5908, -2.5422, 0.7426], [-4.5664, -1.5991, -0.7729], [-4.7394, -0.7641, 0.7870], [-2.3662, 0.5245, 6.0645], [-3.5805, 0.9695, 4.8278], [-1.9264, 1.5914, 4.6823], [1.1583, -2.0352, 6.0924], [0.1103, -3.4401, 6.4648], [-0.5395, -1.7939, 6.5918], [-2.7920, -8.2891, -1.0097], [-1.1502, -8.2368, -0.3034], [-1.4191, -7.6223, -1.9440], [-1.8280, 5.1114, 4.8553], [-1.0872, 3.9668, 3.6752], [0.6504, 4.3255, 3.9864], [-1.5107, 4.8849, 5.8735], [-2.9087, 4.9962, 4.7883], [-1.5713, 6.1438, 4.6174], [0.8943, 5.3490, 3.7020], [1.2407, 3.6368, 3.3843], [0.8946, 4.1629, 5.0360], [0.2943, 0.9176, 1.9178], [1.8758, 1.1441, 2.4517], [2.9565, 1.2901, 2.8424]]
}

{
  "formula": "C19H19ClN2O2",
  "method": "ωB97M-V/def2-TZVPD",
  "homo_lumo_gap_ev": 9.4,
  "spin_multiplicity": 1,
  "homo_ev": -8.61,
  "smiles": "O=C(NN=C1CCCC1)c1ccccc1OCc1ccc(Cl)cc1",
  "e_above_lowest_kj_mol": 169.5,
  "e_lumo_ev": 0.794,
  "species": ["O", "C", "N", "N", "C", "C", "C", "C", "C", "C", "C", "C", "C", "C", "C", "O", "C", "C", "C", "C", "C", "Cl", "C", "C", "H", "H", "H", "H", "H", "H", "H", "H", "H", "H", "H", "H", "H", "H", "H", "H", "H", "H", "H"],
  "positions_angstrom": [[-0.4292, 1.5372, 0.1525], [0.4921, 0.7475, 0.2605], [0.3463, -0.5423, 0.6723], [-0.8320, -1.2258, 0.8776], [-1.7746, -0.7519, 1.5776], [-3.0403, -1.5434, 1.7473], [-4.0235, -0.5470, 2.3601], [-3.1303, 0.3508, 3.2162], [-1.8725, 0.5204, 2.3647], [1.9291, 1.1002, 0.0395], [2.7673, 0.9077, 1.1416], [4.0966, 1.2692, 1.1228], [4.6253, 1.8371, -0.0275], [3.8238, 2.0185, -1.1300], [2.4690, 1.6585, -1.1251], [1.8667, 1.8726, -2.3206], [0.5241, 1.5172, -2.5725], [0.2360, 0.0420, -2.4498], [-1.0684, -0.3888, -2.2357], [-1.3542, -1.7332, -2.1018], [-0.3247, -2.6577, -2.1815], [-0.6713, -4.3385, -1.9895], [0.9782, -2.2496, -2.4112], [1.2511, -0.9000, -2.5510], [1.1061, -1.1815, 0.4766], [-2.8457, -2.3679, 2.4373], [-3.3766, -1.9727, 0.8057], [-4.4920, 0.0436, 1.5713], [-4.8073, -1.0340, 2.9382], [-2.8837, -0.1560, 4.1513], [-3.6015, 1.3025, 3.4567], [-1.9662, 1.3621, 1.6732], [-0.9673, 0.6916, 2.9513], [2.3413, 0.4803, 2.0382], [4.7141, 1.1159, 1.9940], [5.6630, 2.1322, -0.0630], [4.2149, 2.4469, -2.0397], [-0.1570, 2.0823, -1.9254], [0.3617, 1.8361, -3.6092], [-1.8606, 0.3394, -2.1517], [-2.3646, -2.0652, -1.9262], [1.7708, -2.9782, -2.4810], [2.2660, -0.5781, -2.7339]]
}

{
  "formula": "C9H12B4CaF16O9",
  "method": "ωB97M-V/def2-TZVPD",
  "homo_lumo_gap_ev": 6.9,
  "spin_multiplicity": 1,
  "homo_ev": -3.89,
  "e_above_lowest_kj_mol": 372.4,
  "charge": -2,
  "e_lumo_ev": 3.001,
  "species": ["Ca", "B", "F", "F", "F", "F", "B", "F", "F", "F", "F", "B", "F", "F", "F", "F", "B", "F", "F", "F", "F", "C", "C", "O", "C", "O", "O", "H", "H", "H", "H", "C", "C", "O", "C", "O", "O", "H", "H", "H", "H", "C", "C", "O", "C", "O", "O", "H", "H", "H", "H"],
  "positions_angstrom": [[-1.6520, -0.3023, 0.2927], [-3.5170, 0.4533, 2.4190], [-3.7901, -0.0989, 1.1669], [-4.0872, -0.3622, 3.3601], [-2.1147, 0.5435, 2.5341], [-4.0039, 1.6926, 2.4683], [-3.3463, 1.9559, -1.5609], [-3.2704, 1.3173, -2.7925], [-2.4513, 1.4414, -0.6278], [-3.0944, 3.2762, -1.8714], [-4.5920, 1.8412, -1.1103], [-4.3555, -1.5592, -1.4207], [-5.0278, -0.6966, -2.2656], [-4.9911, -1.8379, -0.2046], [-4.1591, -2.7813, -2.0901], [-3.1321, -0.9802, -1.2366], [-1.6060, -3.0846, 0.5803], [-1.8431, -2.4016, 1.7151], [-0.9222, -2.3957, -0.4224], [-0.9432, -4.2741, 0.8743], [-2.8561, -3.4202, 0.2344], [1.2469, 0.8167, -4.5208], [2.2077, 1.4386, -3.5910], [1.3776, 1.3644, -2.4313], [0.6049, 0.2225, -2.4788], [-0.0174, -0.2561, -1.5691], [0.6977, -0.2382, -3.7054], [1.8698, 0.2963, -5.2483], [0.5196, 1.4419, -5.0387], [2.4877, 2.3811, -4.0616], [3.1067, 0.8229, -3.6191], [3.4486, -2.2613, 2.7251], [2.5468, -2.2123, 3.9038], [1.4356, -1.5654, 3.3850], [1.4414, -1.5359, 2.0566], [0.4613, -1.0768, 1.4069], [2.5820, -1.9998, 1.6066], [3.7324, -3.3136, 2.7365], [4.3297, -1.6201, 2.7509], [3.1374, -1.7273, 4.6811], [2.3073, -3.2100, 4.2717], [3.3990, 1.8297, 0.8404], [3.0400, 3.2187, 0.4077], [1.6000, 3.1881, 0.3223], [1.1744, 2.0918, 0.8312], [0.0003, 1.7680, 0.9607], [2.1100, 1.3387, 1.1616], [4.1064, 1.7775, 1.6680], [3.8496, 1.3297, -0.0169], [3.5375, 3.3665, -0.5507], [3.4145, 3.9968, 1.0728]]
}